(1)
One molecule with the formula C3H8N2O at a distorted geometry. Source: OMol25; level of theory: ωB97M-V/def2-TZVPD.

```
14
Properties=species:S:1:pos:R:3
O 1.894 1.879 2.311
C 1.278 0.881 1.916
C 0.173 0.872 0.862
N 0.112 -0.531 0.370
C -0.279 -0.384 -1.030
N -1.364 -1.419 -1.445
H 1.850 -0.055 2.091
H -0.814 1.219 1.238
H 0.531 1.474 -0.003
H -0.574 -1.082 0.832
H 0.642 -0.330 -1.686
H -0.781 0.612 -1.204
H -0.904 -2.166 -1.967
H -1.762 -0.970 -2.284
```

Results
ΔE to the lowest compared entry with this formula, charge and spin: 60.9 kcal/mol
highest occupied orbital energy: -9.592 eV
DFT total energy: -8266.6853 eV
HOMO-LUMO gap: 10.4 eV
net charge: 0
SMILES string: NCNCC=O

=====

(2)
A 9-piece molecular cluster, C8H28O8 overall at a distorted geometry. Source: OMol25; level of theory: ωB97M-V/def2-TZVPD.

```
44
Properties=species:S:1:pos:R:3
C -2.212 -0.344 -1.218
C -0.806 0.163 -1.228
C -0.426 1.152 -2.039
C 0.784 0.122 0.635
C 0.113 -0.525 -0.333
C 0.224 -1.969 -0.516
C 0.782 -2.532 -1.600
C 1.689 -0.548 1.606
H -2.230 -1.458 -1.344
H -2.682 -0.137 -0.239
H -2.785 0.082 -2.045
H 0.597 1.553 -2.060
H -1.024 1.658 -2.767
H 0.632 1.238 0.781
H -0.225 -2.517 0.296
H 1.164 -1.988 -2.391
H 0.884 -3.612 -1.768
H 1.191 -1.365 2.147
H 2.580 -0.938 1.119
H 1.992 0.076 2.444
H 3.599 -1.702 -0.872
H 3.004 -3.116 -0.489
O 3.731 -2.492 -0.283
H -2.100 3.447 2.473
H -1.867 2.903 1.042
O -1.506 2.922 1.928
H 3.718 0.321 -1.052
H 2.262 -0.091 -1.345
O 3.164 -0.223 -1.634
H 1.719 2.657 2.388
H 0.139 2.867 2.555
O 0.939 2.513 2.975
H -1.127 -0.962 2.431
H -1.643 -2.313 2.937
O -1.239 -1.898 2.200
H -2.273 3.606 -1.125
H -2.472 2.101 -0.954
O -2.590 2.954 -0.522
H -1.258 -2.171 -3.793
H -0.682 -0.890 -3.508
O -1.367 -1.310 -4.008
H -1.310 1.299 2.631
H -0.118 0.876 3.370
O -0.967 0.589 3.173
```

Results
ΔE to the lowest compared entry with this formula, charge and spin: 29.9 kcal/mol
highest occupied orbital energy: -9.142 eV
DFT total energy: -25128.9722 eV
HOMO-LUMO gap: 9.3 eV
net charge: 0
SMILES string: C=C/C(=C\C)C(=C)C.O.O.O.O.O.O.O.O

=====

(3)
A 2-piece molecular cluster, C11H14N2 overall at a distorted geometry. Source: OMol25; level of theory: ωB97M-V/def2-TZVPD.

```
27
Properties=species:S:1:pos:R:3
C 4.426 1.475 0.865
C 2.337 0.501 -0.135
C 3.091 1.511 0.331
C 1.718 2.508 -1.012
N 1.373 1.067 -0.951
N 2.726 2.701 -0.213
H 2.263 -0.639 0.010
H 0.636 0.766 -1.377
H 5.012 2.207 0.376
H 4.745 0.437 0.812
H 1.264 3.271 -1.656
H 4.560 1.696 1.946
C -2.939 -0.565 -1.876
C -2.970 -0.250 0.609
C -2.442 -0.851 -0.616
C -2.384 -0.684 1.851
C -1.624 -1.943 -0.485
C -1.592 -1.788 1.943
C -1.318 -2.512 0.808
H -3.591 0.536 0.490
H -2.424 -0.058 2.688
H -4.093 -0.293 -1.811
H -2.977 -1.375 -2.716
H -1.335 -2.576 -1.312
H -1.399 -2.070 2.957
H -0.556 -3.383 0.871
H -2.506 0.309 -2.398
```

Results
ΔE to the lowest compared entry with this formula, charge and spin: 61.5 kcal/mol
highest occupied orbital energy: -8.370 eV
DFT total energy: -14611.7544 eV
HOMO-LUMO gap: 9.1 eV
net charge: 0
SMILES string: Cc1c[nH]cn1.Cc1ccccc1

=====

(4)
A 2-piece molecular cluster, C5H13P overall at a distorted geometry. Source: OMol25; level of theory: ωB97M-V/def2-TZVPD.

```
19
Properties=species:S:1:pos:R:3
C 1.188 1.559 0.621
C 0.923 -1.453 0.803
C 0.653 0.291 -1.428
C -2.215 -0.792 -0.143
C 0.431 0.421 0.066
P -1.351 0.745 0.336
H 2.303 1.350 0.511
H 0.930 2.319 -0.074
H 1.033 1.810 1.650
H 0.276 -1.518 1.547
H 2.027 -1.402 1.012
H 0.670 -2.106 -0.039
H 0.630 1.324 -1.884
H 1.599 -0.179 -1.709
H -0.291 -0.092 -1.897
H -2.414 -0.656 -1.201
H -3.266 -0.626 0.148
H -1.861 -1.865 -0.042
H -1.265 0.870 1.723
```

Results
ΔE to the lowest compared entry with this formula, charge and spin: 91.1 kcal/mol
highest occupied orbital energy (alpha / beta): -4.389 / -9.197 eV
DFT total energy: -14677.5018 eV
HOMO-LUMO gap (alpha / beta): 5.4 / 7.3 eV
net charge: 0
multiplicity: 3

=====

(5)
C28H54ClInPSi as an isolated structure at a distorted geometry. Source: OMol25; level of theory: ωB97M-V/def2-TZVPD.

```
86
Properties=species:S:1:pos:R:3
In 0.132 0.992 0.463
Cl 1.576 -0.620 1.530
P 0.207 0.777 -2.277
C -1.701 -0.048 -0.163
H -1.843 -0.598 -1.106
H -2.619 -0.078 0.456
C 2.042 0.930 -2.600
C -0.590 2.463 -2.477
C 2.494 1.012 -4.062
H 2.315 1.882 -2.102
C 3.993 1.335 -4.108
H 2.311 0.052 -4.565
H 1.930 1.777 -4.615
C 4.853 0.359 -3.297
H 4.328 1.347 -5.150
H 4.138 2.348 -3.714
C 4.302 0.092 -1.887
H 4.909 -0.598 -3.834
H 5.880 0.737 -3.223
C 2.802 -0.222 -1.914
H 4.848 -0.738 -1.419
H 4.467 0.979 -1.257
H 2.631 -1.157 -2.469
H 2.436 -0.396 -0.892
C -0.567 -0.333 -3.577
C -2.118 2.280 -2.535
H -0.355 2.987 -1.527
C -2.816 3.637 -2.473
H -2.397 1.767 -3.469
H -2.442 1.628 -1.708
C -2.258 4.623 -3.507
H -3.887 3.485 -2.649
H -2.708 4.056 -1.463
C -0.727 4.708 -3.522
H -2.605 4.319 -4.503
H -2.670 5.622 -3.325
C -0.053 3.334 -3.607
H -0.392 5.323 -4.367
H -0.386 5.210 -2.604
H -0.260 2.867 -4.581
H 1.040 3.447 -3.537
C 0.147 -1.689 -3.629
H -1.584 -0.496 -3.175
C -0.559 -2.670 -4.570
H 1.183 -1.548 -3.970
H 0.200 -2.122 -2.621
C -0.795 -2.081 -5.971
H 0.040 -3.588 -4.650
H -1.527 -2.947 -4.127
C -1.415 -0.680 -5.940
H 0.165 -2.037 -6.504
H -1.443 -2.752 -6.546
C -0.691 0.275 -4.983
H -1.415 -0.249 -6.951
H -2.462 -0.762 -5.617
H 0.311 0.497 -5.378
H -1.233 1.227 -4.957
C -0.334 -3.610 -0.385
C -1.640 -3.269 -0.561
H 0.361 -3.628 -1.234
C -2.567 -2.982 0.579
H -2.045 -3.100 -1.562
C -1.885 -3.090 1.964
H -2.974 -1.971 0.470
H -3.425 -3.671 0.566
C -0.841 -4.202 2.007
H -1.392 -2.131 2.174
H -2.651 -3.264 2.731
C 0.250 -3.973 0.944
H -0.398 -4.266 3.006
H -1.328 -5.165 1.816
H 0.912 -3.167 1.299
H 0.865 -4.877 0.857
C 1.798 3.025 2.769
Si 0.983 3.323 1.110
C -0.561 4.390 1.114
C 2.179 3.871 -0.237
H 1.077 2.613 3.487
H 2.209 3.960 3.175
H 2.609 2.289 2.672
H -0.333 5.378 1.541
H -0.961 4.525 0.097
H -1.346 3.919 1.722
H 2.664 4.814 0.056
H 2.962 3.116 -0.394
H 1.667 4.025 -1.198
```

Results
highest occupied orbital energy: -1.486 eV
DFT total energy: -64775.6794 eV
HOMO-LUMO gap: 4.1 eV
net charge: -1

=====

(6)
One molecule with the formula C4H4N2O. Source: OMol25; level of theory: ωB97M-V/def2-TZVPD.

```
11
Properties=species:S:1:pos:R:3
N 1.602 -0.407 -0.797
C 0.735 -0.130 0.196
C -0.120 -1.036 0.846
C -1.393 -0.570 0.720
C -1.564 0.817 0.392
N -0.647 1.734 0.543
O 0.630 1.181 0.431
H 1.873 0.392 -1.354
H 0.187 -1.997 1.264
H 1.347 -1.227 -1.327
H -2.543 1.231 0.163
```

Results
ΔE to the lowest compared entry with this formula, charge and spin: 115.8 kcal/mol
highest occupied orbital energy: -7.881 eV
DFT total energy: -9235.4650 eV
HOMO-LUMO gap: 7.9 eV
net charge: 0

=====

Copy entry 4 word for word.
A 2-piece molecular cluster, C5H13P overall at a distorted geometry. Source: OMol25; level of theory: ωB97M-V/def2-TZVPD.

```
19
Properties=species:S:1:pos:R:3
C 1.188 1.559 0.621
C 0.923 -1.453 0.803
C 0.653 0.291 -1.428
C -2.215 -0.792 -0.143
C 0.431 0.421 0.066
P -1.351 0.745 0.336
H 2.303 1.350 0.511
H 0.930 2.319 -0.074
H 1.033 1.810 1.650
H 0.276 -1.518 1.547
H 2.027 -1.402 1.012
H 0.670 -2.106 -0.039
H 0.630 1.324 -1.884
H 1.599 -0.179 -1.709
H -0.291 -0.092 -1.897
H -2.414 -0.656 -1.201
H -3.266 -0.626 0.148
H -1.861 -1.865 -0.042
H -1.265 0.870 1.723
```

Results
ΔE to the lowest compared entry with this formula, charge and spin: 91.1 kcal/mol
highest occupied orbital energy (alpha / beta): -4.389 / -9.197 eV
DFT total energy: -14677.5018 eV
HOMO-LUMO gap (alpha / beta): 5.4 / 7.3 eV
net charge: 0
multiplicity: 3